11
Properties=species:S:1:pos:R:3 method="wB97M-V/def2-TZVPD" lumo_energy_ev=0.0 de_lowest_kcal_mol=80.4 orbital_gap_ev=8.52 smiles="C=CO.C=O" e_homo_ha=-0.313
O 2.645 0.222 -0.132
O -0.037 -0.185 0.404
C -0.956 -0.959 -0.175
C -2.242 -0.660 -0.037
C 2.007 1.279 0.041
H 2.389 1.896 0.835
H 0.919 -0.325 0.278
H -2.456 -0.371 0.995
H -0.596 -1.784 -0.796
H 1.348 1.819 -0.671
H -3.021 -0.933 -0.742

---

71
Properties=species:S:1:pos:R:3 method="wB97M-V/def2-TZVPD" lumo_energy_ev=2.0 orbital_gap_ev=6.30 total_charge=-1 e_homo_ha=-0.158
Al 1.049 1.549 -2.871
F 0.442 5.372 -3.013
F -1.512 6.010 -2.363
F -1.299 4.820 -4.150
O -2.891 -0.939 0.526
O -1.711 -2.269 -3.338
O -3.045 -2.865 1.551
O 2.375 -2.412 3.364
O -2.256 -0.205 -3.874
O 2.316 -2.869 5.508
C -1.898 -3.406 -2.492
C 2.323 2.728 -1.806
C 1.777 -2.932 4.261
C 1.646 -3.372 6.666
C -2.796 -1.688 1.632
C -2.677 0.488 0.518
C -1.205 0.830 0.448
C 3.770 2.357 -2.153
C 4.908 3.339 -1.747
C -0.830 4.952 -2.897
C -0.824 2.376 -2.772
C -2.564 -1.224 -3.324
C -2.374 -1.066 2.942
C -2.850 -4.422 -3.092
C -0.994 3.719 -2.041
C 0.487 -3.687 4.045
C 4.480 4.786 -1.493
C -3.881 -1.325 -2.590
C 1.837 -4.864 6.841
C 2.077 2.595 -0.295
H -1.989 3.846 -1.591
H 2.567 3.352 0.341
H -0.264 3.838 -1.233
H 2.443 1.618 0.049
H 5.658 3.354 -2.548
H -2.535 0.004 3.019
H 1.009 2.627 -0.035
H 3.972 1.389 -1.671
H -1.469 1.653 -2.255
H -2.211 -3.098 -1.493
H -0.666 0.489 1.333
H 3.621 4.840 -0.821
H -2.909 -5.301 -2.448
H -1.310 -1.256 3.088
H -1.081 1.911 0.366
H -4.035 -0.339 -2.161
H -3.855 -4.013 -3.202
H 1.573 1.548 -4.431
H -1.245 2.455 -3.779
H 1.390 -5.425 6.020
H 0.590 -3.099 6.652
H -0.150 -3.755 4.921
H -3.930 -2.061 -1.793
H -4.695 -1.499 -3.295
H 1.371 -5.194 7.771
H 5.436 2.961 -0.861
H 5.296 5.367 -1.050
H -3.188 0.824 -0.382
H 2.899 -5.102 6.881
H 1.107 0.028 -2.252
H -0.899 -3.828 -2.401
H -2.925 -1.577 3.729
H 3.855 2.168 -3.230
H 2.107 -2.830 7.491
H 2.136 3.766 -2.114
H 4.189 5.281 -2.425
H -0.748 0.375 -0.431
H -3.179 0.946 1.371
H -0.059 -3.212 3.235
H -2.495 -4.732 -4.075
H 0.733 -4.699 3.719

---

12
Properties=species:S:1:pos:R:3 method="wB97M-V/def2-TZVPD" lumo_energy_ev=0.6 de_lowest_kcal_mol=134.1 orbital_gap_ev=10.40 smiles="O=[N+]([O-])[C@H]1C=CC1" e_homo_ha=-0.359
O -0.182 -0.684 -3.374
O -0.987 1.119 -2.511
N -0.456 0.054 -2.470
C 0.221 -0.528 -0.906
C 0.192 0.764 0.713
C 1.120 0.446 -0.214
C -0.848 -0.243 0.125
H -1.059 -0.947 0.822
H 2.174 0.637 -0.268
H -1.710 0.072 -0.342
H 0.550 -1.490 -1.326
H -0.002 1.473 1.684